109
Properties=species:S:1:pos:R:3:forces:R:3:nbo_charge:R:1 method="wB97M-V/def2-TZVPD" total_charge=-2 s_squared=0.778 homo_lumo_gap_ev="4.195 / 4.197" spin_multiplicity=2 lumo_energy_ev="3.69 / 3.69" largest_force_ev_per_a=0.574
Hg -0.51359 0.12052 -0.62649 -0.10 0.08 0.13 1.378
C 2.78753 0.18356 -2.44779 0.00 -0.01 0.04 -0.655
C 3.01950 -0.00871 -0.98021 -0.05 0.19 0.01 0.262
C 4.24970 -0.54713 -0.54437 0.03 -0.03 -0.04 -0.262
C 4.48806 -0.72539 0.78245 -0.06 0.00 0.03 -0.142
C 3.52147 -0.32308 1.72740 -0.18 0.16 -0.17 -0.158
C 3.69230 -0.42074 3.12970 0.09 -0.09 0.16 -0.141
Br 5.25948 -1.24343 3.86894 -0.03 0.04 -0.04 -0.038
C 2.75974 0.07786 3.99561 -0.04 0.06 -0.22 -0.283
C 1.60164 0.66984 3.49391 -0.02 0.09 -0.06 -0.166
Br 0.37128 1.41065 4.74977 0.03 0.06 -0.07 -0.011
C 1.27771 0.77095 2.11222 -0.04 0.13 0.07 0.325
O 0.23081 1.28702 1.66456 0.12 -0.02 0.12 -0.723
C 2.32501 0.24443 1.21821 0.26 -0.04 -0.05 0.215
N 2.09275 0.35852 -0.11740 -0.16 -0.22 0.06 -0.485
H 3.67505 0.61386 -2.91932 -0.01 0.01 0.06 0.203
H 1.93890 0.84252 -2.61316 0.04 -0.01 0.00 0.255
H 2.57854 -0.77721 -2.92286 0.09 0.04 0.02 0.236
H 4.99584 -0.81737 -1.28216 -0.04 -0.03 -0.01 0.205
H 5.41976 -1.15400 1.12495 0.03 -0.02 0.02 0.210
H 2.92442 0.04046 5.06294 -0.02 -0.04 0.04 0.223
Se 1.00053 -3.21740 -3.66633 0.07 -0.17 0.00 0.714
N 0.82728 -2.40004 -5.27938 -0.02 0.02 0.05 -0.734
C 0.31999 -1.19476 -5.00907 -0.10 0.11 0.00 0.132
C -0.02862 -0.20864 -5.94989 -0.04 0.10 0.17 -0.273
C -0.55857 0.99659 -5.48513 0.01 -0.10 -0.06 -0.310
C -0.72151 1.21299 -4.12106 0.05 -0.11 0.04 0.029
N -0.39708 0.31222 -3.18987 0.32 0.12 -0.17 -0.579
C 0.08673 -0.87856 -3.60117 -0.15 -0.06 -0.10 0.270
N 0.36418 -1.82440 -2.71568 -0.01 0.12 0.02 -0.747
H 0.10099 -0.40058 -7.00798 0.03 -0.01 0.01 0.197
H -0.85035 1.77170 -6.18360 0.00 0.01 0.03 0.197
H -1.13607 2.14355 -3.75059 0.08 0.02 -0.03 0.190
C -2.79839 7.69549 -1.63239 0.09 -0.06 0.04 -0.607
C -1.36413 7.22651 -1.88321 -0.15 -0.01 -0.09 -0.399
C -1.28630 5.86670 -2.57889 0.05 -0.01 0.29 -0.413
C -1.56843 4.68558 -1.64723 0.12 0.02 -0.07 -0.215
N -0.66224 4.61762 -0.49932 -0.05 -0.18 -0.16 -0.646
C 0.59819 4.09229 -0.57980 -0.13 0.12 -0.19 0.335
S 1.35769 3.59296 -1.99153 -0.18 0.13 -0.10 -0.333
N 1.25998 4.02603 0.58090 0.11 0.07 0.33 -0.594
C 0.88046 4.59239 1.86098 0.06 -0.06 0.08 -0.230
C 1.97475 5.48830 2.44291 0.01 0.04 -0.16 -0.397
C 2.30543 6.73455 1.60655 0.04 -0.14 -0.07 -0.395
C 3.27917 6.49535 0.44814 -0.07 0.03 0.05 -0.613
H -2.81650 8.68786 -1.17323 -0.03 -0.05 -0.01 0.195
H -3.33047 7.00993 -0.96624 0.02 0.06 -0.06 0.206
H -3.35351 7.74597 -2.57440 0.00 0.01 0.07 0.193
H -0.82374 7.16498 -0.93388 0.03 0.04 -0.05 0.206
H -0.84936 7.96992 -2.49948 0.01 0.01 0.04 0.188
H -0.29428 5.72660 -3.00159 0.08 -0.03 -0.08 0.231
H -2.00835 5.82707 -3.40351 0.06 -0.01 0.03 0.193
H -1.51667 3.75416 -2.21263 -0.05 -0.04 0.01 0.223
H -2.57406 4.77497 -1.23287 0.02 -0.11 0.02 0.201
H -1.13148 4.34010 0.35240 -0.09 0.07 0.00 0.415
H 2.07834 3.44028 0.55325 0.07 -0.02 -0.03 0.417
H 0.64963 3.78818 2.56032 -0.09 -0.12 0.03 0.234
H -0.02345 5.18695 1.73027 0.04 0.00 0.00 0.197
H 2.88579 4.89554 2.59291 -0.05 0.03 0.05 0.196
H 1.62957 5.80172 3.43320 0.05 -0.06 0.00 0.203
H 2.74241 7.48873 2.26856 -0.06 0.03 0.00 0.186
H 1.37167 7.15394 1.21347 0.04 0.03 0.05 0.195
H 4.20747 6.04786 0.81816 -0.05 0.02 -0.04 0.193
H 3.53438 7.44119 -0.03954 0.00 -0.05 0.03 0.193
H 2.86329 5.83227 -0.31115 0.02 -0.02 0.03 0.236
C -3.16368 3.17566 1.58275 -0.08 0.10 0.04 -0.631
C -3.99580 1.97267 2.04337 0.29 -0.18 -0.10 -0.200
C -3.17448 1.14556 3.04506 -0.04 0.06 -0.14 -0.616
C -4.53127 1.09270 0.92083 -0.13 -0.08 -0.03 -0.134
C -5.90428 1.03521 0.77862 0.12 -0.06 -0.06 -0.210
C -6.53521 0.14556 -0.09470 -0.04 0.05 0.05 -0.380
C -5.71645 -0.75877 -0.75659 0.11 0.05 0.06 -0.191
C -4.32649 -0.75555 -0.68086 -0.17 -0.14 0.13 -0.179
C -3.64158 -1.88398 -1.43710 0.23 0.21 -0.01 -0.208
C -2.64554 -2.67034 -0.58472 -0.07 -0.08 -0.09 -0.595
C -3.02927 -1.40153 -2.75400 -0.02 -0.15 0.04 -0.610
C -3.63507 0.29133 0.06236 0.26 0.26 -0.31 0.279
N -2.36746 0.70182 0.06076 -0.35 -0.02 0.45 -1.141
H -2.81415 3.75375 2.45124 -0.05 -0.01 -0.08 0.176
H -3.76267 3.83169 0.93698 0.10 -0.05 0.03 0.185
H -2.31008 2.78115 1.03021 0.04 0.00 -0.05 0.254
H -4.87192 2.36382 2.57076 -0.09 -0.01 0.02 0.170
H -2.22837 0.87682 2.57223 0.00 -0.01 0.06 0.248
H -3.71688 0.23468 3.31805 0.04 0.04 0.02 0.192
H -2.96288 1.71860 3.95482 0.02 0.00 -0.03 0.179
H -6.51299 1.69421 1.39740 0.03 -0.02 0.00 0.172
H -7.61454 0.11759 -0.19948 0.04 -0.01 0.02 0.177
H -6.18575 -1.52620 -1.37119 0.05 0.00 -0.02 0.173
H -4.42992 -2.59892 -1.69086 -0.11 -0.01 -0.03 0.172
H -1.79008 -2.06808 -0.29080 0.05 -0.02 0.09 0.207
H -2.25906 -3.53670 -1.13481 -0.03 0.04 0.03 0.190
H -3.14970 -3.01829 0.32117 -0.02 -0.01 0.00 0.181
H -2.32292 -0.59609 -2.57190 -0.15 -0.07 -0.04 0.227
H -3.81423 -1.02011 -3.41341 0.02 0.00 0.02 0.193
H -2.49678 -2.21153 -3.26955 -0.05 0.08 0.02 0.190
C -0.74819 -1.80003 3.47662 0.04 -0.09 -0.04 -1.022
As 0.27567 -2.89866 2.26777 -0.08 -0.09 0.44 1.995
C -0.83876 -4.41174 1.79863 0.02 0.04 -0.03 -1.010
C 1.72145 -3.69825 3.28514 -0.07 0.05 0.00 -1.007
O 0.84154 -2.07097 0.98097 0.04 -0.01 -0.41 -1.153
H -1.49863 -2.38507 4.00719 -0.01 -0.03 -0.02 0.225
H -1.22765 -1.03354 2.86731 -0.04 0.02 -0.02 0.294
H -0.08230 -1.31256 4.18679 -0.01 -0.05 -0.05 0.249
H -0.85358 -5.15911 2.59273 0.05 0.05 0.03 0.218
H -0.43599 -4.84108 0.88306 0.01 -0.02 -0.01 0.248
H -1.84622 -4.05699 1.60330 -0.03 0.00 -0.03 0.255
H 1.35228 -4.15044 4.20760 -0.01 0.03 -0.04 0.219
H 2.45698 -2.92732 3.51239 -0.03 0.04 0.00 0.257
H 2.18602 -4.45940 2.66079 0.02 -0.03 -0.02 0.232

113
Properties=species:S:1:pos:R:3:forces:R:3:mulliken_charge:R:1 method="wB97M-V/def2-TZVPD" total_charge=-1 homo_lumo_gap_ev=2.445 lumo_energy_ev=-1.92 largest_force_ev_per_a=6.749
C 1.06629 2.51793 2.66653 0.31 -0.60 -0.03 -0.886
C 0.88259 1.22709 3.64500 1.57 0.90 -0.60 -0.198
C 1.08176 -0.08448 2.75060 0.45 -1.19 0.69 -0.527
C -0.07072 -1.21772 2.90792 0.62 0.20 0.19 0.404
C -1.55653 -0.65495 3.08380 -0.28 0.43 0.03 -0.917
C 0.15505 -2.23075 1.68362 -0.32 -1.64 -3.14 -0.426
C -0.45824 -2.03379 0.24674 2.02 -2.37 1.87 1.364
C -1.41747 -0.80866 -0.08661 0.02 0.36 -0.41 -1.080
C -0.66709 0.63847 -0.04682 -1.55 0.18 -0.12 1.232
C -0.10084 -3.11254 -0.89532 2.01 -1.58 1.47 0.455
C -0.67300 -2.94178 -2.39206 -1.17 1.48 2.01 -1.600
C -0.07435 -1.65910 -3.19721 0.85 -1.39 -0.35 0.470
C 1.54739 -1.73749 -3.33771 -0.97 1.26 -0.94 -0.156
C 2.36256 -0.83274 -2.29069 0.32 -2.18 0.32 0.213
O 3.77560 -0.78865 -2.70256 -0.39 -0.57 -0.30 -0.622
C 0.83644 -4.34555 -0.61435 -1.31 2.84 1.56 0.088
C 1.22837 -5.44124 -1.70695 -0.31 -0.45 0.96 -0.920
C 2.78885 -5.54589 -2.05195 -0.14 -0.16 0.07 -0.503
C 3.65507 -4.21781 -1.86935 0.22 -0.25 -1.77 0.828
Cl 4.98225 -4.44434 -0.55589 -1.02 0.81 -0.78 -0.231
C 1.43629 -4.54471 0.84392 -1.33 0.95 -2.10 0.218
N 2.25136 -5.72383 1.00777 -0.65 4.13 5.30 -0.268
C 2.74861 -5.72662 2.33754 0.11 0.09 -0.06 -0.289
C 2.49128 -4.68432 3.44310 -1.87 1.18 -2.33 0.141
F 3.09953 -4.84107 4.73135 -1.44 0.30 -3.13 -0.313
N 1.65187 -3.57393 3.25248 2.06 -3.93 -1.95 -0.327
C 1.10138 -3.48412 1.92156 -0.13 0.28 0.04 -0.240
H 0.05516 2.80884 2.22640 1.44 -0.02 0.63 -0.030
H 1.74600 2.20969 1.78103 -1.16 0.48 1.43 0.262
H 1.62022 3.38123 3.18298 -1.24 -1.09 -0.66 0.376
H -0.05946 1.26889 4.28136 1.06 -0.14 -1.09 0.248
H 1.77245 1.29704 4.38505 -1.49 -0.27 -1.06 0.211
H 1.28077 0.10487 1.63617 -0.51 0.06 1.80 0.076
H 2.04837 -0.59880 3.13567 -1.51 0.72 -0.73 0.540
H 0.16476 -1.70571 3.93311 -0.35 0.27 -2.04 0.446
H -1.78180 0.29083 2.45993 0.43 -1.61 0.84 -0.082
H -2.29359 -1.47218 2.78263 0.88 1.13 0.49 0.389
H -1.75903 -0.35037 4.18232 0.46 -0.71 -1.77 0.227
H -2.34917 -0.81745 0.60230 1.75 0.04 -0.95 0.515
H -1.87776 -0.84291 -1.14706 1.03 -0.40 1.72 0.211
H -1.41689 1.36025 -0.55677 1.27 -1.12 0.67 -0.163
H 0.26742 0.66517 -0.69813 -1.24 -0.14 1.27 -0.513
H -0.52378 1.03592 1.01239 0.11 -0.78 -1.51 -0.688
H -0.63038 -3.87383 -3.03758 0.52 1.25 1.38 0.747
H -1.80321 -2.70651 -2.26584 1.74 -0.46 -0.18 0.497
H -0.31368 -0.62603 -2.68273 0.23 -1.22 -0.13 -0.908
H -0.59150 -1.60416 -4.23212 1.17 -0.23 1.89 0.438
H 1.83508 -2.85124 -3.31676 -0.27 1.64 0.04 0.182
H 1.78202 -1.31232 -4.38870 -0.16 -0.80 1.65 0.001
H 1.99069 0.23310 -2.18235 0.59 -1.65 -0.31 0.166
H 2.35726 -1.40944 -1.28390 -0.30 1.21 -1.18 -0.060
H 4.03982 -1.66959 -3.06277 -0.58 0.97 0.52 0.357
H 0.65628 -5.38219 -2.68635 0.60 0.38 1.45 0.183
H 0.93475 -6.46049 -1.23590 0.49 1.58 -0.76 0.517
H 2.87589 -5.93079 -3.14025 -0.01 0.73 1.79 0.366
H 3.24119 -6.36543 -1.37666 -0.83 1.19 -1.12 0.008
H 3.07262 -3.26212 -1.67022 0.81 -1.50 0.24 -0.865
H 4.26020 -4.06516 -2.84410 -0.87 -0.14 1.75 0.453
H 3.45459 -6.59810 2.60964 -1.30 1.53 -0.50 0.286
F -1.07852 -3.59809 -4.75358 0.56 -1.60 -1.33 -0.331
Be 4.90165 -6.89995 -0.50066 0.47 -0.71 0.32 -0.227
C -3.77498 2.85985 -3.42329 0.40 -0.08 0.14 -0.055
C -4.05495 1.43562 -3.02766 0.67 -0.19 0.39 0.751
O -3.31828 0.83829 -2.26626 -0.56 0.17 -0.22 -0.373
C -5.27987 0.77869 -3.60815 0.01 -0.45 0.19 -1.184
H -2.86391 3.19776 -2.92967 -0.14 -0.19 -0.18 0.234
H -3.63221 2.92500 -4.50482 -0.22 0.04 -0.03 0.430
H -4.60220 3.50265 -3.11044 0.43 -0.35 -0.35 -0.580
H -5.20483 0.74905 -4.69735 -0.15 0.15 0.02 0.298
H -6.17462 1.32691 -3.30512 0.01 0.07 -0.20 0.258
H -5.35310 -0.24531 -3.23432 0.04 0.13 -0.04 0.302
C 2.19761 -0.51338 7.31639 0.06 -0.01 -0.03 -0.789
C 1.50180 0.00500 8.57117 0.33 0.08 -0.20 -0.443
C 0.14593 -0.66062 8.81775 -0.35 0.37 -0.67 -0.477
C -0.77285 -0.38991 7.66117 -1.89 0.33 -2.01 0.326
N -1.49256 -0.17518 6.74921 2.37 -0.63 2.97 -0.484
H 1.61695 -0.29866 6.41537 -0.01 -0.06 0.08 -0.002
H 3.17165 -0.03279 7.19638 -0.06 -0.08 0.01 0.341
H 2.35636 -1.59454 7.37410 -0.01 0.09 -0.06 0.334
H 1.37223 1.08860 8.48300 -0.08 -0.10 0.10 0.293
H 2.14863 -0.17226 9.43568 -0.16 0.01 0.03 0.305
H -0.30589 -0.26719 9.73201 -0.12 -0.06 -0.16 0.288
H 0.26415 -1.74119 8.93597 -0.10 0.08 -0.11 0.283
F 0.22219 -4.95828 -4.48456 -1.05 1.28 -0.40 -0.382
C -3.93918 6.17993 0.24997 -0.16 0.25 0.22 -0.345
C -4.17441 6.53073 1.51479 -0.04 0.09 -0.34 -0.477
C -3.75751 5.66718 2.64062 -0.01 0.00 0.45 0.133
O -3.97406 5.98662 3.79519 0.02 -0.01 -0.29 -0.563
C -3.06890 4.40151 2.30999 0.10 -0.17 -0.21 -0.224
C -2.83354 4.05047 1.04466 0.06 -0.13 0.32 0.060
C -3.25037 4.91396 -0.08049 0.16 -0.23 -0.39 0.066
O -3.03388 4.59466 -1.23429 -0.10 0.39 0.54 -0.457
H -4.23804 6.79961 -0.58656 0.02 -0.03 -0.03 0.463
H -4.67684 7.45446 1.77430 0.01 -0.02 0.04 0.402
H -2.76996 3.78175 3.14636 -0.01 0.02 0.01 0.532
H -2.33079 3.12616 0.78460 0.00 0.00 -0.07 0.432
Cl 0.12905 1.13339 -3.10951 -0.47 1.07 -0.72 -0.380
C -7.52370 4.76176 -4.23330 0.03 -0.03 0.01 -0.059
Cl -9.20074 4.58962 -3.69463 0.10 0.05 -0.06 -0.133
Cl -6.42547 4.80187 -2.84624 -0.57 0.41 -0.04 -0.102
Cl -7.08727 3.44911 -5.33582 -0.04 0.18 0.06 -0.100
H -7.43153 5.70406 -4.76990 -0.02 -0.20 0.12 0.332
C 4.29825 0.72783 -5.54737 -0.36 -0.10 0.24 0.254
Cl 5.79553 1.46586 -6.13743 0.20 0.20 -0.02 -0.228
Cl 3.58940 -0.34043 -6.76629 -0.01 -0.06 -0.01 -0.206
H 4.51729 0.14842 -4.65297 -0.05 0.09 -0.13 0.090
H 3.58609 1.51624 -5.30956 0.17 -0.27 -0.17 0.049
C 4.93431 4.82769 -4.24853 0.25 0.24 -0.04 -0.830
C 3.92899 3.79426 -3.98659 -0.10 -0.05 0.07 0.505
N 3.13783 2.98261 -3.77938 0.43 0.58 -0.02 -0.438
H 5.07836 5.47691 -3.38151 -0.17 -0.18 0.01 0.286
H 5.90542 4.39005 -4.49207 -0.21 -0.17 0.03 0.250
H 4.64571 5.46527 -5.08756 -0.14 -0.19 0.07 0.266